1.
A cluster of 2 separate species, C18H41O9PS2 in total, computed with ωB97M-V with the def2-TZVPD basis set.

Last column: Löwdin charge in e.
Cartesian coordinates (Å):
C: -0.292 -0.560 0.973  -0.111
C: -0.836 -0.157 2.342  -0.266
C: -0.742 1.356 2.643  -0.214
C: -1.740 1.874 3.698  -0.185
C: -3.037 2.653 3.292  -0.190
C: -3.377 2.957 1.826  -0.224
C: -3.925 1.789 1.013  -0.209
C: -3.986 2.048 -0.495  -0.204
C: -2.654 2.479 -1.115  -0.220
C: -2.432 1.891 -2.503  -0.168
C: -1.268 2.513 -3.265  -0.175
O: -0.261 1.487 -3.432  -0.198
P: 0.792 1.615 -4.601  0.369
O: 0.324 1.590 -5.977  -0.191
O: 1.694 2.860 -4.243  -0.157
C: 2.342 2.978 -2.966  -0.225
C: 3.831 2.696 -3.079  -0.220
C: 4.424 2.298 -1.721  -0.095
O: 1.781 0.410 -4.134  -0.312
S: 1.393 -1.170 -4.100  0.590
C: 1.597 -1.454 -2.363  -0.101
O: 0.015 -1.296 -4.445  -0.262
O: 2.427 -1.835 -4.820  -0.257
H: -0.923 -0.206 0.163  0.057
H: 0.724 -0.173 0.847  0.073
H: -0.228 -1.648 0.887  0.062
H: -1.855 -0.523 2.482  0.099
H: -0.237 -0.675 3.099  0.104
H: -0.772 1.947 1.725  0.090
H: 0.261 1.513 3.052  0.105
H: -2.018 1.004 4.302  0.101
H: -1.200 2.533 4.381  0.095
H: -3.903 2.162 3.748  0.104
H: -2.980 3.628 3.784  0.097
H: -4.156 3.729 1.843  0.113
H: -2.525 3.427 1.326  0.098
H: -3.361 0.879 1.210  0.100
H: -4.946 1.588 1.359  0.114
H: -4.349 1.142 -0.992  0.111
H: -4.738 2.819 -0.697  0.115
H: -1.838 2.165 -0.463  0.096
H: -2.589 3.571 -1.161  0.116
H: -3.351 1.984 -3.088  0.120
H: -2.211 0.824 -2.416  0.123
H: -1.565 2.902 -4.241  0.127
H: -0.819 3.333 -2.695  0.121
H: 1.869 2.305 -2.244  0.112
H: 2.155 4.000 -2.631  0.131
H: 4.342 3.581 -3.462  0.112
H: 3.961 1.892 -3.804  0.109
H: 3.835 2.703 -0.892  0.072
H: 4.445 1.212 -1.609  0.071
H: 5.443 2.664 -1.603  0.070
H: 2.554 -1.953 -2.224  0.074
H: 0.769 -2.081 -2.037  0.076
H: 1.589 -0.507 -1.834  0.058
O: 1.419 -4.140 1.133  -0.290
S: 0.921 -5.328 1.763  0.556
O: -0.352 -5.284 2.411  -0.272
O: 2.020 -5.865 2.773  -0.265
C: 2.565 -4.916 3.726  -0.244
C: 1.628 -4.647 4.883  -0.070
C: 0.961 -6.674 0.636  -0.119
H: 2.828 -4.002 3.192  0.112
H: 3.485 -5.389 4.062  0.122
H: 0.735 -4.116 4.560  0.071
H: 2.145 -4.040 5.627  0.082
H: 1.317 -5.583 5.347  0.086
H: 1.942 -6.714 0.171  0.076
H: 0.190 -6.477 -0.106  0.079
H: 0.742 -7.588 1.180  0.077

Results
SMILES   CCCCCCCCCCCO[P@@](=O)(OCCC)OS(C)(=O)=O.CCOS(C)(=O)=O
Frontier orbital gap   11.1 eV
E_LUMO   0.40 eV

***

2.
A structure of composition C20H24N3O3SSbSe4Ti, computed with ωB97M-V with the def2-TZVPD basis set.

Last column: Mulliken spin population.
Cartesian coordinates (Å):
Ti: 1.428 -1.802 0.819  0.323
N: 0.832 -4.316 0.411  -0.004
C: -0.436 -4.613 -0.281  0.002
C: -1.490 -3.547 0.061  0.000
C: -1.129 -2.293 -0.675  0.002
O: -1.828 -1.770 -1.515  0.006
O: 0.074 -1.825 -0.370  -0.039
H: 1.615 -4.722 -0.089  0.003
H: 0.824 -4.745 1.332  0.001
H: -0.816 -5.600 -0.009  0.000
H: -0.263 -4.604 -1.358  0.000
H: -1.455 -3.372 1.139  0.004
H: -2.494 -3.846 -0.234  0.000
C: 3.706 2.568 -1.138  0.000
C: 3.275 1.770 0.044  -0.002
C: 3.142 2.095 1.378  0.000
C: 2.643 0.955 2.010  -0.007
N: 2.490 -0.027 1.108  -0.004
N: 2.882 0.504 -0.078  -0.010
C: 2.374 0.785 3.459  0.006
H: 4.201 3.483 -0.820  0.000
H: 2.836 2.834 -1.742  0.000
H: 4.394 1.996 -1.763  0.000
H: 3.349 3.044 1.843  0.000
H: 2.970 -0.104 -0.884  0.011
H: 3.023 0.010 3.869  -0.001
H: 1.343 0.484 3.640  -0.002
H: 2.573 1.724 3.976  0.000
O: 0.229 1.863 0.250  0.000
S: -0.549 0.996 -0.692  -0.015
C: -1.145 2.070 -1.999  0.001
C: -1.104 1.582 -3.296  0.000
C: -1.535 2.392 -4.342  0.000
C: -1.994 3.673 -4.078  0.000
C: -2.029 4.154 -2.771  0.000
C: -1.601 3.354 -1.726  0.000
C: -2.117 0.754 0.177  0.006
C: -1.990 0.463 1.527  0.006
C: -3.124 0.161 2.271  -0.006
C: -4.370 0.160 1.662  0.005
C: -4.488 0.453 0.308  0.000
C: -3.360 0.741 -0.445  0.002
H: -0.754 0.571 -3.471  0.000
H: -1.513 2.020 -5.359  0.000
H: -2.325 4.305 -4.892  0.000
H: -2.400 5.152 -2.572  0.000
H: -1.608 3.704 -0.700  0.000
H: -1.012 0.487 1.992  -0.012
H: -3.024 -0.080 3.321  0.000
H: -5.254 -0.089 2.237  0.000
H: -5.461 0.450 -0.166  0.000
H: -3.442 0.944 -1.504  0.000
Se: 0.580 -2.245 2.975  0.314
Sb: 3.387 -3.129 2.168  0.067
Se: 3.333 -2.611 -0.569  0.279
Se: 3.444 -5.508 2.423  0.022
Se: 5.162 -1.850 3.138  0.043

Results
Charge   -1
Frontier orbital gap (spin up / spin down)   6.0 / 5.8 eV
E_LUMO (spin up / spin down)   2.16 / 1.32 eV
Spin multiplicity   2
Energy relative to the best compared isomer or geometry (same formula, charge and spin)   39.3 kcal/mol

***

3.
An isolated molecule of HN3O, computed with ωB97M-V with the def2-TZVPD basis set.

Last column: natural (NBO) charge in e.
Cartesian coordinates (Å):
N: -0.615 -0.417 -2.142  -0.450
N: -1.331 -1.147 -1.485  0.179
N: -1.955 -1.287 -0.512  0.310
O: -2.570 -2.120 0.099  -0.372
H: 0.118 -0.046 -1.945  0.333

Results
SMILES   [H]/N=N\N=O
Frontier orbital gap (spin up / spin down)   8.5 / 8.5 eV
E_LUMO (spin up / spin down)   -0.80 / -0.80 eV
Energy relative to the best compared isomer or geometry (same formula, charge and spin)   109.5 kcal/mol

***

4.
A cluster of 2 separate species, C14H16 in total, computed with ωB97M-V with the def2-TZVPD basis set.

Last column: natural (NBO) charge in e.
Cartesian coordinates (Å):
C: -1.867 -2.787 3.228  -0.633
C: -3.322 0.203 1.479  -0.192
C: -2.674 0.191 0.249  -0.249
C: -3.008 -0.744 2.447  -0.217
C: -2.149 -1.801 2.134  -0.025
C: -1.680 -0.743 0.004  -0.147
C: -1.459 -1.752 0.932  -0.224
H: -4.093 0.930 1.707  0.208
H: -2.977 0.904 -0.498  0.208
H: -3.499 -0.682 3.408  0.206
H: -1.150 -0.649 -0.927  0.203
H: -1.558 -3.787 2.920  0.218
H: -2.711 -2.870 3.909  0.216
H: -0.770 -2.564 0.735  0.206
H: -0.981 -2.518 3.819  0.221
C: 4.611 1.229 -0.980  -0.630
C: 0.977 2.133 -1.441  -0.207
C: 2.313 2.273 -1.118  -0.200
C: 0.450 0.984 -2.003  -0.223
C: 3.145 1.156 -1.274  -0.022
C: 1.307 -0.064 -2.327  -0.209
C: 2.619 0.029 -1.885  -0.207
H: 0.315 2.991 -1.369  0.210
H: 2.743 3.210 -0.789  0.211
H: -0.618 0.913 -2.122  0.208
H: 0.967 -0.958 -2.826  0.214
H: 5.091 2.008 -1.580  0.218
H: 5.138 0.316 -1.231  0.215
H: 3.286 -0.798 -2.091  0.203
H: 4.866 1.500 0.042  0.220

Results
SMILES   Cc1ccccc1.Cc1ccccc1
Frontier orbital gap   9.9 eV
E_LUMO   0.97 eV
Energy relative to the best compared isomer or geometry (same formula, charge and spin)   10.5 kcal/mol

***

5.
The ion C3H8N2OS2 with charge +1, computed with ωB97M-V with the def2-TZVPD basis set.

Last column: Mulliken spin population.
Cartesian coordinates (Å):
S: 2.568 -2.333 1.997  0.163
S: 1.609 -0.624 1.685  0.707
C: 0.108 -0.833 0.652  0.002
C: -0.145 0.530 0.042  0.019
C: -1.536 0.614 -0.514  0.003
N: -1.727 1.032 -1.802  0.006
O: -2.530 0.586 0.200  0.011
N: 0.827 0.871 -1.041  0.008
H: 2.058 -2.892 3.105  0.046
H: -0.782 -1.185 1.184  0.020
H: 0.456 -1.633 -0.003  0.025
H: -0.101 1.302 0.833  -0.004
H: -0.970 1.177 -2.447  -0.002
H: -2.674 1.211 -2.076  0.001
H: 1.162 1.829 -0.974  0.000
H: 1.677 0.347 -0.840  -0.005

Results
Charge   +1
Frontier orbital gap (spin up / spin down)   8.7 / 4.1 eV
E_LUMO (spin up / spin down)   -4.65 / -9.19 eV
Spin multiplicity   2
Energy relative to the best compared isomer or geometry (same formula, charge and spin)   8.7 kcal/mol

***

6.
An isolated molecule of C4H7NO, computed with ωB97M-V with the def2-TZVPD basis set.

Last column: natural (NBO) charge in e.
Cartesian coordinates (Å):
C: 0.075 1.183 -1.124  -0.607
C: -0.176 -0.194 -0.531  -0.312
C: 0.907 -0.790 0.421  -0.199
N: -0.095 -0.690 1.495  -0.626
C: -1.098 -0.233 0.708  0.680
O: -2.249 -0.001 0.989  -0.599
H: -0.865 1.607 -1.491  0.228
H: 0.480 1.866 -0.369  0.210
H: 0.781 1.138 -1.961  0.212
H: -0.505 -0.903 -1.298  0.224
H: 1.790 -0.153 0.564  0.190
H: 1.230 -1.807 0.168  0.192
H: -0.276 -1.022 2.431  0.407

Results
SMILES   C[C@H]1CNC1=O
Frontier orbital gap   10.7 eV
E_LUMO   0.99 eV
Energy relative to the best compared isomer or geometry (same formula, charge and spin)   19.9 kcal/mol

***

7.
An isolated molecule of C2H5NS, computed with ωB97M-V with the def2-TZVPD basis set.

Last column: natural (NBO) charge in e.
Cartesian coordinates (Å):
C: 0.052 -1.918 -1.022  -0.101
C: -0.131 1.608 0.928  -0.754
N: -0.361 -0.810 -0.620  -0.415
S: 1.012 0.275 0.423  0.253
H: -0.409 -2.545 -1.735  0.185
H: 1.117 -2.363 -0.983  0.152
H: 0.371 2.510 1.166  0.232
H: -0.793 1.315 1.690  0.214
H: -0.859 1.929 0.154  0.234

Results
SMILES   C=NSC
Frontier orbital gap   9.3 eV
E_LUMO   0.36 eV
Energy relative to the best compared isomer or geometry (same formula, charge and spin)   51.2 kcal/mol

***

8.
A structure of composition C37H35CsN9OS, computed with ωB97M-V with the def2-TZVPD basis set.

Last column: Mulliken spin population.
Cartesian coordinates (Å):
Cs: -1.111 0.641 -0.316  0.008
N: 1.586 -3.063 -2.751  0.031
C: 1.138 -1.985 -2.039  0.011
N: 0.337 -1.092 -2.494  -0.017
C: -0.130 -1.193 -3.818  0.215
N: -0.931 -0.314 -4.354  -0.140
N: -1.412 0.626 -3.517  0.181
C: -1.979 1.644 -4.158  0.138
C: -2.582 2.740 -3.499  0.109
C: -3.131 3.811 -4.267  0.026
C: -3.713 4.881 -3.650  0.014
C: -3.775 4.922 -2.240  0.172
C: -3.224 3.845 -1.563  -0.063
N: -2.645 2.791 -2.126  0.140
C: 0.313 -2.330 -4.637  -0.021
C: -0.096 -2.539 -5.953  0.068
C: 0.333 -3.643 -6.676  -0.036
C: 1.182 -4.574 -6.086  0.063
C: 1.600 -4.390 -4.777  -0.019
C: 1.174 -3.278 -4.061  0.037
H: 2.117 -3.763 -2.258  -0.006
H: 1.519 -1.931 -1.014  0.043
H: -1.965 1.653 -5.248  0.023
H: -3.071 3.758 -5.348  0.003
H: -4.124 5.691 -4.243  0.004
H: -4.232 5.743 -1.705  0.016
H: -3.253 3.829 -0.474  -0.006
H: -0.765 -1.808 -6.387  0.002
H: -0.001 -3.782 -7.697  0.000
H: 1.517 -5.442 -6.640  0.009
H: 2.258 -5.108 -4.299  -0.003
O: -2.635 -0.136 1.535  0.000
N: -2.278 -0.995 2.459  0.000
C: -2.308 -2.314 2.136  -0.001
C: -1.898 -3.295 2.994  0.000
C: -1.449 -2.910 4.259  0.000
C: -1.450 -1.581 4.591  0.000
C: -1.874 -0.558 3.708  0.000
S: -1.891 1.101 4.106  0.000
H: -2.659 -2.499 1.132  0.000
H: -1.896 -4.323 2.662  0.000
H: -1.090 -3.649 4.964  0.000
H: -1.104 -1.246 5.559  0.000
C: 1.259 -6.567 0.259  0.000
C: 0.321 -5.535 0.222  0.001
C: 0.684 -4.221 0.457  0.008
C: 2.020 -3.842 0.755  -0.001
C: 2.960 -4.913 0.771  0.000
C: 2.582 -6.225 0.529  0.000
N: 2.308 -2.522 0.870  0.000
C: 3.398 -2.080 1.560  -0.001
C: 4.009 -2.735 2.659  0.000
C: 5.068 -2.166 3.349  0.000
C: 5.586 -0.925 2.995  0.000
C: 4.989 -0.255 1.928  0.000
C: 3.931 -0.810 1.234  0.000
H: 0.970 -7.594 0.074  0.000
H: -0.717 -5.761 -0.003  0.000
H: -0.062 -3.436 0.407  -0.007
H: 4.001 -4.685 0.959  0.000
H: 3.343 -7.000 0.542  0.000
H: 3.610 -3.686 2.987  0.000
H: 5.490 -2.702 4.194  0.000
H: 6.409 -0.484 3.544  0.000
H: 5.351 0.725 1.636  0.000
H: 3.466 -0.269 0.418  0.001
N: 1.025 4.426 0.632  0.000
C: 0.025 4.554 1.201  0.001
N: -1.155 4.670 1.811  0.000
C: -2.079 5.700 1.333  0.002
C: -1.922 7.023 2.120  -0.001
C: -0.744 6.946 3.090  0.000
C: -0.866 5.747 4.033  0.000
C: -1.206 4.451 3.261  0.000
H: -3.084 5.294 1.458  0.003
H: -1.917 5.832 0.266  -0.005
H: -2.840 7.230 2.677  0.000
H: -1.781 7.855 1.428  0.000
H: -0.670 7.871 3.666  0.000
H: 0.184 6.864 2.518  0.000
H: -1.647 5.941 4.774  0.000
H: 0.065 5.620 4.587  0.000
H: -2.215 4.104 3.479  0.000
H: -0.549 3.624 3.510  0.000

Results
Charge   -2
Frontier orbital gap (spin up / spin down)   4.0 / 5.4 eV
E_LUMO (spin up / spin down)   3.84 / 3.83 eV
Spin multiplicity   2
Energy relative to the best compared isomer or geometry (same formula, charge and spin)   12.8 kcal/mol

***

9.
A structure of composition C12H40BClCrMgO12S3, computed with ωB97M-V with the def2-TZVPD basis set.

Last column: Mulliken spin population.
Cartesian coordinates (Å):
Cr: -0.054 2.512 -1.415  4.045
Mg: -1.547 -0.806 1.231  -0.005
Cl: -3.647 -0.344 1.958  0.000
B: -0.882 0.321 -0.336  -0.188
H: -1.939 0.104 -0.335  0.013
H: -0.323 -0.571 -0.098  0.013
H: -0.645 0.691 -1.321  0.054
H: -0.685 1.069 0.417  0.040
O: 0.349 2.286 3.982  -0.001
S: -0.073 0.887 3.899  0.001
O: -0.682 0.257 2.721  0.000
O: 1.093 -0.226 4.473  0.000
C: 1.988 0.163 5.516  0.000
C: 3.253 0.483 4.781  0.000
C: -1.311 0.615 5.256  0.000
H: 2.094 -0.700 6.174  0.000
H: 1.609 0.961 6.154  0.000
H: 3.208 1.226 3.985  0.000
H: 3.584 -0.444 4.313  0.000
H: 4.094 0.725 5.431  0.000
H: -0.701 0.849 6.129  0.000
H: -1.391 -0.472 5.251  0.000
H: -2.236 1.172 5.106  0.000
O: -2.298 -2.322 -0.114  0.002
S: -2.847 -3.230 -1.132  0.000
O: -3.507 -4.452 -0.707  0.000
O: -3.893 -2.355 -2.069  0.000
C: -4.844 -3.101 -2.729  0.000
C: -5.448 -2.232 -3.890  0.000
C: -1.562 -3.686 -2.403  0.000
H: -5.685 -3.347 -2.081  0.000
H: -4.511 -4.091 -3.039  0.000
H: -6.220 -2.887 -4.294  0.000
H: -4.733 -2.063 -4.695  0.000
H: -5.771 -1.276 -3.478  0.000
H: -2.141 -4.053 -3.251  0.000
H: -0.911 -4.459 -1.995  0.000
H: -1.038 -2.755 -2.617  0.000
O: 4.896 -1.882 2.018  0.000
S: 4.423 -0.671 1.345  0.000
O: 4.598 0.612 2.048  0.000
O: 5.027 -0.502 -0.219  0.000
C: 4.917 0.749 -0.889  -0.001
C: 5.951 0.816 -2.015  0.000
C: 2.677 -1.095 0.826  -0.001
H: 5.124 1.518 -0.144  0.000
H: 3.892 0.872 -1.237  0.002
H: 5.766 0.055 -2.773  0.000
H: 6.957 0.696 -1.613  0.000
H: 5.907 1.801 -2.481  0.000
H: 2.248 -0.109 0.649  0.011
H: 2.284 -1.647 1.680  0.000
H: 2.761 -1.802 0.000  0.000
C: -2.873 1.287 -2.816  -0.001
O: -1.859 2.230 -2.939  0.009
H: -3.783 1.710 -3.241  0.001
H: -2.614 0.398 -3.391  0.001
H: -3.142 1.078 -1.781  0.007
H: -1.886 2.666 -3.794  0.002
C: 1.604 0.242 -3.028  0.000
O: 1.197 1.596 -2.886  -0.012
H: 2.444 0.087 -3.705  -0.001
H: 1.741 -0.157 -2.023  0.008
H: 0.841 -0.424 -3.432  0.001
H: 1.450 1.995 -3.722  0.004
C: -1.574 4.096 1.036  0.000
O: -1.665 3.255 -0.036  -0.009
H: -2.363 4.848 1.031  -0.001
H: -1.469 3.549 1.973  -0.001
H: -0.639 4.654 0.987  0.002
H: -2.583 3.028 -0.206  0.003

Results
Charge   +2
Frontier orbital gap (spin up / spin down)   5.6 / 6.4 eV
E_LUMO (spin up / spin down)   -8.56 / -7.75 eV
Spin multiplicity   5

***

One value per record, in order, for F_max: 0.4, 1.9, 13.9, 1.2, 3.8, 0.8, 3.7, 1.6, 4.2 eV/A.
One value per record, in order, for E_tot: -68719.9800, -333621.1701, -6527.2678, -14777.3088, -29929.9846, -7798.7821, -14478.1149, -65777.7413, -117215.1302 eV.